An isolated molecule of C3H7NO2 in a non-equilibrium geometry. Source: OMol25; level of theory: wB97M-V/def2-TZVPD.

Atoms and positions in Å:
C (0.4135, -1.2345, -0.3494)
C (0.3710, 0.2370, -0.1128)
N (1.4085, 0.6398, 0.7442)
C (-1.1203, 0.5922, 0.1628)
O (-1.5763, 0.9338, 1.2453)
O (-1.8311, 0.5824, -0.9826)
H (-0.1453, -1.4597, -1.2335)
H (1.4561, -1.6114, -0.4335)
H (-0.1477, -1.4659, 0.5650)
H (0.4024, 0.7443, -1.1050)
H (2.2461, 0.1444, 0.5999)
H (1.2393, 1.0530, 1.6164)
H (-2.7162, 0.8445, -0.7168)

Calculated values
SMILES string = C[C@H](N)C(=O)O
net charge = 0
energy above the lowest of the compared OMol25 structures with the same formula, charge and spin = 30.9 kcal per mole
LUMO energy = 0.79 eV
gap between HOMO and LUMO = 0.36177 Eh

Atomic partial charges in e from the Mulliken method, atoms 1 to 8: -1.175 0.488 -0.474 0.388 -0.591 -0.422 0.286 0.392